Record 1
C3H11NSi | ωB97M-V/def2-TZVPD

The energy relative to the best compared isomer or geometry (same formula, charge and spin) is 365.1 kJ/mol. Its net charge is 0.

Last column: Mulliken charge in e.
CARTESIAN COORDINATES (ANGSTROEM)
Si (-0.65, -2.07, 1.51)  0.333
N (0.72, -1.54, 0.53)  -0.070
C (0.51, 2.27, -0.95)  -0.911
C (-0.33, 1.13, -0.42)  -0.238
C (0.59, -1.77, -0.75)  -0.739
H (0.86, 2.05, -1.98)  0.281
H (-1.30, -0.87, 1.92)  -0.085
H (-0.54, 1.03, 0.65)  0.237
H (0.00, 0.09, -0.69)  -0.140
H (1.45, -0.93, 0.98)  0.293
H (1.40, 2.29, -0.34)  0.266
H (-0.08, -2.24, 3.04)  -0.089
H (-1.30, 1.15, -0.85)  0.376
H (-1.05, -3.38, 0.99)  -0.047
H (-0.08, 3.18, -0.84)  0.306
H (1.33, -1.19, -1.34)  0.225

Record 2
C3H6N2OS | ωB97M-V/def2-TZVPD

The energy relative to the best compared isomer or geometry (same formula, charge and spin) is 383.5 kJ/mol. Its net charge is 0.

Last column: Mulliken charge in e.
CARTESIAN COORDINATES (ANGSTROEM)
S (3.67, 0.05, 0.14)  -0.284
O (-1.07, -1.39, -0.04)  -0.566
N (1.16, 0.56, -0.32)  0.451
N (-0.12, 0.68, -0.46)  -1.016
C (-2.61, 0.31, 0.03)  -0.925
C (1.95, -0.24, 0.34)  0.125
C (-1.12, -0.17, -0.08)  0.572
H (1.47, -1.10, 1.00)  0.327
H (4.05, -1.22, -0.17)  0.157
H (1.51, 1.37, -0.89)  0.316
H (-2.87, 0.07, 1.12)  0.211
H (-3.30, -0.23, -0.59)  0.266
H (-2.72, 1.30, -0.05)  0.365